1.
Entry from the OMol25 dataset: C35H28ClGeIrN4O2S2 as an isolated structure (ωB97M-V/def2-TZVPD).

Structure (ORCA input):
```
! RIJCOSX wB97M-V def2-TZVPD def2/J DEFGRID3
* xyz -2 1
Ir 0.53611 -1.95327 -2.46656
S -2.67125 -4.84949 -3.36818
C -1.56282 -4.90700 -4.68169
C -0.54410 -4.01842 -4.53878
C -0.62770 -3.24216 -3.33326
C -1.74124 -3.61004 -2.60705
C -2.06652 -2.89472 -1.38797
C -3.22048 -3.05751 -0.64502
C -3.42037 -2.16945 0.42205
C -2.51446 -1.18809 0.69557
C -1.32051 -1.04692 -0.09430
N -1.12780 -1.96287 -1.09581
H -1.71897 -5.61011 -5.48571
H 0.24995 -3.89785 -5.26258
H -3.93343 -3.83165 -0.89249
H -4.30680 -2.26310 1.04211
H -2.68046 -0.50700 1.51956
H 0.55888 -0.13095 -0.44782
S 3.78345 -0.23072 -2.30564
C 3.46353 -0.08494 -0.66562
N 3.14519 -1.19644 0.07230
C 2.89903 -1.15071 1.38192
C 2.97680 0.03249 2.06293
C 3.29229 1.14553 1.27266
N 3.51993 1.11552 -0.01816
H 2.99365 -2.17804 -0.37142
H 2.64528 -2.10523 1.82566
H 2.77590 0.11181 3.12034
H 3.35134 2.12715 1.73495
N 2.46776 -2.25415 -4.75688
C 1.76542 -2.05841 -3.78010
H 3.40342 -1.89031 -4.84030
C -0.36306 -0.05922 0.12947
Ge -0.65633 1.60471 0.94992
C -2.55993 2.11721 1.02282
C -3.30337 2.05438 -0.15748
C -4.60616 2.52577 -0.20746
C -5.19291 3.07396 0.92756
C -4.47070 3.13953 2.10929
C -3.16224 2.66717 2.15078
C 0.20864 3.02922 -0.09740
C 0.76910 2.72957 -1.33837
C 1.32514 3.72772 -2.12881
C 1.31697 5.04555 -1.69636
C 0.75087 5.36431 -0.46816
C 0.20181 4.36135 0.31926
C -0.01164 1.78732 2.82137
C 0.97829 2.67854 3.22922
C 1.49269 2.64929 4.52130
C 1.02042 1.72114 5.43777
C 0.02071 0.83374 5.05735
C -0.48342 0.87118 3.76494
H -2.85495 1.61385 -1.04243
H -5.16719 2.46325 -1.13246
H -6.21007 3.44672 0.88859
H -4.92370 3.55939 3.00057
H -2.60577 2.72624 3.08065
H 0.77996 1.70577 -1.69593
H 1.77219 3.46411 -3.07925
H 1.75061 5.82415 -2.31357
H 0.73943 6.39267 -0.12395
H -0.25154 4.62722 1.27004
H 1.37013 3.40251 2.52364
H 2.27173 3.34683 4.80822
H 1.43696 1.67886 6.43737
H -0.35609 0.10417 5.76483
H -1.24629 0.15424 3.47606
Cl 2.08440 -7.13272 -1.48777
C 2.68413 -5.51189 -2.00829
C 3.13100 -4.65708 -0.80680
O 4.09837 -5.03437 -0.14118
O 2.44017 -3.60388 -0.66519
H 1.87561 -5.02958 -2.54844
H 3.53503 -5.70585 -2.65646
*
```

- ΔE to the lowest compared entry with this formula, charge and spin (kJ/mol) = 108.5
- gap between HOMO and LUMO (eV) = 5.40
- E_HOMO (eV) = -1.29

Atomic partial charges in e from the Mulliken method, atoms 1 to 6:
1. Ir 0.48
2. S -0.34
3. C -0.42
4. C -0.54
5. C -0.32
6. C -0.25

***

2.
Entry from the OMol25 dataset: C35H28FN2NaOP as an isolated structure (ωB97M-V/def2-TZVPD).

Structure (ORCA input):
```
! RIJCOSX wB97M-V def2-TZVPD def2/J DEFGRID3
* xyz -1 1
Na -1.11569 -0.79809 0.55265
O -0.23721 -1.79545 -1.25500
C 0.42295 -1.80133 -2.51072
C 1.04191 -0.67053 -2.91592
C 1.67547 -0.68556 -4.23948
C 2.31141 0.36849 -4.78196
C 2.41940 1.61989 -4.08520
C 1.86200 1.69269 -2.84908
C 1.16674 0.62747 -2.20579
P 0.45669 1.03143 -0.65942
C -0.67167 2.48519 -0.94979
C -1.19034 2.66631 -2.23207
C -2.15640 3.62900 -2.48519
C -2.62938 4.43621 -1.46084
C -2.12184 4.27178 -0.17887
C -1.15711 3.30734 0.06861
C 1.77992 1.84556 0.35285
C 2.60052 0.98927 1.08980
C 3.63662 1.47349 1.86955
C 3.87770 2.84019 1.93275
C 3.07922 3.70588 1.20016
C 2.04366 3.21215 0.41805
H 1.64945 -1.61761 -4.77956
H 2.76742 0.25799 -5.76065
H 2.92959 2.46658 -4.52448
H 1.93833 2.63549 -2.31250
H -0.81061 2.04030 -3.03215
H -2.53907 3.75002 -3.49154
H -3.38217 5.18918 -1.65871
H -2.47508 4.89902 0.63118
H -0.76996 3.20624 1.07599
H 2.42702 -0.08119 1.03307
H 4.25951 0.78443 2.42681
H 4.68726 3.22490 2.54033
H 3.26668 4.77267 1.22822
H 1.43202 3.90385 -0.14818
N -1.99212 -2.54674 2.23989
C -2.54708 -1.86357 3.33448
C -3.56509 -2.37381 4.10241
C -4.10444 -1.63225 5.17204
C -3.61459 -0.39750 5.49119
C -2.56883 0.15954 4.71543
C -1.99414 1.42731 4.98048
C -0.99272 1.90267 4.17891
C -0.58205 1.12711 3.07343
N -1.09961 -0.05021 2.79139
C -2.05778 -0.55565 3.61821
H -2.27021 -3.51732 2.20503
H -0.98017 -2.48742 2.21896
H -3.94903 -3.36556 3.89387
H -4.90803 -2.06670 5.75269
H -4.01284 0.16675 6.32467
H -2.35752 2.00177 5.82467
H -0.52136 2.85939 4.35591
H 0.18799 1.49589 2.40571
F 2.56662 -5.44990 -4.86329
C 1.83377 -4.91063 -3.83013
C 1.06649 -3.84058 -4.12202
C 0.19899 -3.20804 -3.06892
C 0.28742 -4.00096 -1.77917
C -0.37677 -3.16282 -0.76983
C 1.17724 -5.01247 -1.56651
C 1.96995 -5.55629 -2.58261
H 1.02728 -3.50330 -5.14843
H -0.86016 -3.19685 -3.42060
H 0.09132 -3.24419 0.22489
H -1.46815 -3.30720 -0.66156
H 1.27379 -5.40823 -0.55589
H 2.66687 -6.36548 -2.43823
*
```

- ΔE to the lowest compared entry with this formula, charge and spin (kJ/mol) = 157.7
- gap between HOMO and LUMO (eV) = 2.95
- E_HOMO (eV) = -1.76

Atomic partial charges in e from the natural (NBO) method, atoms 1 to 6:
1. Na 0.88
2. O -0.62
3. C 0.19
4. C -0.03
5. C -0.21
6. C -0.23

***

3.
Entry from the OMol25 dataset: C35H28IrN5O2P as an isolated structure in a non-equilibrium geometry (ωB97M-V/def2-TZVPD).

Structure (ORCA input):
```
! RIJCOSX wB97M-V def2-TZVPD def2/J DEFGRID3
* xyz 1 5
Ir 13.50875 11.19310 13.61937
O 14.58488 10.64175 17.48170
C 13.70729 10.45973 16.58386
O 13.48140 11.36598 15.65336
C 12.78171 9.33565 16.66756
C 12.62345 8.80935 18.00278
C 11.72391 7.78727 18.26983
C 10.95905 7.32810 17.21755
C 11.14865 7.76177 15.92397
C 12.04524 8.81303 15.59272
P 12.16332 9.43840 13.90558
C 12.72369 7.99011 12.96720
C 13.41953 6.93584 13.60140
C 13.91882 5.88012 12.80919
C 13.77107 5.86656 11.44038
C 13.12260 6.92406 10.82390
C 12.61315 7.97336 11.57784
C 10.45565 9.77058 13.31069
C 9.83836 9.19788 12.18553
C 8.62413 9.74832 11.71337
C 7.99064 10.77515 12.41112
C 8.52944 11.19307 13.64985
C 9.75967 10.71083 14.09906
H 13.23367 9.29319 18.74889
H 11.54312 7.41535 19.27930
H 10.30380 6.47292 17.37743
H 10.62986 7.21733 15.12898
H 13.59171 6.93398 14.66980
H 14.44593 5.05074 13.24706
H 14.16021 5.06041 10.86035
H 13.04184 6.96865 9.73798
H 12.19241 8.84622 11.06472
H 10.24435 8.32178 11.70236
H 8.25358 9.40456 10.75105
H 7.10419 11.27244 12.02962
H 8.07760 11.94136 14.24402
H 10.21671 11.05904 15.02002
N 20.86738 11.80879 6.43122
C 20.04335 11.70931 7.23086
C 19.04647 11.61233 8.26561
C 17.94155 10.79215 8.07364
C 16.93625 10.68360 9.02088
C 17.02889 11.37214 10.27635
C 18.15316 12.23618 10.42366
C 19.09648 12.36056 9.42489
C 15.96264 11.29540 11.30152
C 14.61917 11.48237 10.92185
C 14.13015 11.77565 9.62168
C 12.76642 12.02628 9.68221
C 12.37201 11.82791 11.01954
N 13.44192 11.49395 11.76080
C 16.38792 11.30366 12.68367
C 17.71288 11.11785 13.25224
C 17.62381 11.33958 14.59872
C 16.29831 11.62638 14.93159
N 15.53841 11.56660 13.77982
H 17.87072 10.21244 7.16790
H 16.10193 9.99037 8.82245
H 18.24177 12.82698 11.33118
H 19.95813 12.99236 9.61882
H 14.78160 11.86062 8.75788
H 12.10165 12.27638 8.85129
H 11.35684 11.85192 11.41543
H 18.60146 10.89767 12.67549
H 18.44957 11.23235 15.30443
H 15.93187 11.77880 15.91943
N 12.26440 14.31729 13.77909
N 13.46964 13.51600 14.04464
H 12.57138 15.28077 14.04781
H 11.62045 14.02705 14.51863
H 13.79934 13.60521 15.03818
H 14.19772 13.78584 13.37697
*
```

- ΔE to the lowest compared entry with this formula, charge and spin (kJ/mol) = 0.0
- ⟨S²⟩ = 6.0659
- gap between HOMO and LUMO (spin up / spin down) (eV) = 6.13 / 4.56
- E_HOMO (spin up / spin down) (eV) = -8.99 / -10.79

Atomic partial charges in e from the Mulliken method, atoms 1 to 6:
1. Ir 1.73
2. O -0.69
3. C -0.19
4. O -0.46
5. C 0.87
6. C -0.76

***

4.
Entry from the OMol25 dataset: C35H28N4PdSSb as an isolated structure (ωB97M-V/def2-TZVPD).

Structure (ORCA input):
```
! RIJCOSX wB97M-V def2-TZVPD def2/J DEFGRID3
* xyz 3 5
Pd 0.19058 0.12331 1.56589
C -4.32851 -1.68536 -0.67021
C -3.45755 -2.76888 -0.75978
C -2.31566 -2.81600 0.01632
C -2.03802 -1.75957 0.89905
C -2.90449 -0.65547 0.96687
C -4.04903 -0.62933 0.19234
N -0.90189 -1.72039 1.69323
C -0.38582 -2.74544 2.39228
C -0.99176 -4.01400 2.57411
C -0.31864 -4.98630 3.27939
C 0.93217 -4.73557 3.85715
C 1.50833 -3.46890 3.78175
C 0.84582 -2.49582 3.06392
N 1.20028 -1.12631 3.05204
N 2.04901 -0.69677 3.84346
C 2.10817 0.72375 3.91300
C 3.08333 1.29086 4.71036
C 3.04043 2.67004 4.90432
C 2.01207 3.39072 4.32141
C 1.07471 2.72562 3.53412
N 1.11747 1.41541 3.31752
H -5.23347 -1.67513 -1.26190
H -3.67979 -3.58620 -1.43178
H -1.63037 -3.64551 -0.07528
H -2.71625 0.13512 1.69659
H -4.73691 0.19973 0.27962
H -1.97936 -4.20836 2.18406
H -0.77594 -5.95685 3.41116
H 1.43031 -5.51644 4.41491
H 2.42975 -3.23871 4.29687
H 3.82587 0.66417 5.18094
H 3.77972 3.15757 5.52278
H 1.91334 4.45512 4.47849
H 0.25069 3.26881 3.08806
S 0.04728 2.31505 0.42129
Sb 0.15452 1.37427 -1.80545
C -1.75554 1.73952 -2.53425
C -2.61982 0.72585 -2.93887
C -3.85316 1.07614 -3.46582
C -4.21856 2.41167 -3.56230
C -3.35862 3.41425 -3.13758
C -2.11484 3.08673 -2.62158
C 1.62419 2.40529 -2.83549
C 1.23807 3.12163 -3.96639
C 2.20709 3.80446 -4.68562
C 3.52981 3.77294 -4.27150
C 3.90390 3.05816 -3.14069
C 2.95301 2.36562 -2.41339
C 0.72264 -0.56383 -1.25074
C 1.80084 -0.70060 -0.35893
C 2.28691 -1.97322 -0.06064
C 1.70309 -3.09157 -0.63234
C 0.64200 -2.95007 -1.51787
C 0.14762 -1.69220 -1.83036
H -2.34977 -0.31739 -2.86569
H -4.52860 0.30594 -3.81124
H -5.18134 2.67434 -3.97805
H -3.65148 4.45166 -3.21722
H -1.44142 3.87705 -2.30863
H 0.20838 3.14131 -4.29937
H 1.92928 4.35692 -5.57171
H 4.28068 4.30477 -4.83929
H 4.93976 3.03855 -2.83335
H 3.25860 1.79835 -1.54243
H 2.35920 0.16663 -0.00494
H 3.14414 -2.07883 0.59074
H 2.09677 -4.07500 -0.41722
H 0.21213 -3.82354 -1.98809
H -0.66535 -1.60977 -2.53805
*
```

- ⟨S²⟩ = 6.0677
- gap between HOMO and LUMO (spin up / spin down) (eV) = 6.88 / 4.62
- E_HOMO (spin up / spin down) (eV) = -16.32 / -16.93

Atomic partial charges in e from the natural (NBO) method, atoms 1 to 6:
1. Pd 0.95
2. C -0.15
3. C -0.19
4. C -0.23
5. C 0.16
6. C -0.23

***

5.
Entry from the OMol25 dataset: C35H29AsBrN4NiO2S as an isolated structure in a non-equilibrium geometry (ωB97M-V/def2-TZVPD).

Structure (ORCA input):
```
! RIJCOSX wB97M-V def2-TZVPD def2/J DEFGRID3
* xyz 1 1
Ni 0.04330 0.37220 -0.26230
Br -7.01410 -2.12880 -0.69680
C -5.15210 -1.77790 -0.52820
C -4.27330 -2.83590 -0.24910
C -2.92920 -2.60730 -0.20270
C -2.37460 -1.30510 -0.38530
O -1.11590 -1.15460 -0.44890
C -3.31040 -0.21450 -0.51580
C -2.88930 1.14050 -0.49580
N -1.68490 1.54380 -0.23340
C -1.36950 2.90160 -0.18250
C -2.23010 3.90810 0.20730
C -1.80320 5.24180 0.22670
C -0.51580 5.58340 -0.09350
C 0.41070 4.58610 -0.46410
C 1.75930 4.84770 -0.79050
C 2.58020 3.80790 -1.13940
C 2.05710 2.50690 -1.17800
N 0.80870 2.22760 -0.87750
C -0.02120 3.23670 -0.50890
C -4.68130 -0.49660 -0.65010
H -4.67040 -3.82480 -0.07120
H -2.23170 -3.40520 0.00760
H -3.66750 1.87730 -0.70870
H -3.23580 3.67460 0.52100
H -2.50750 6.00670 0.51260
H -0.19230 6.61210 -0.06750
H 2.12790 5.86240 -0.76890
H 3.61780 3.97450 -1.38440
H 2.68600 1.67370 -1.46810
H -5.37490 0.31370 -0.81230
O 1.95540 -0.27840 0.07820
As 2.84680 -0.20430 1.44210
C 1.75300 -0.03760 3.03810
C 2.31950 0.08170 4.30250
C 1.50040 0.24620 5.40670
C 0.12360 0.29090 5.24540
C -0.44140 0.16660 3.98470
C 0.37640 0.00150 2.88020
C 4.01650 -1.75020 1.45710
C 4.91700 -1.99140 2.48560
C 5.75580 -3.09140 2.41110
C 5.70080 -3.93190 1.30880
C 4.80600 -3.68720 0.27890
C 3.96090 -2.59330 0.35590
C 4.02890 1.34730 1.34730
C 5.07850 1.29730 0.43650
C 5.90890 2.39290 0.27790
C 5.68610 3.53940 1.02580
C 4.63770 3.58900 1.93000
C 3.79970 2.49650 2.08860
H 3.39670 0.05940 4.42450
H 1.93630 0.34490 6.39200
H -0.50950 0.42760 6.10920
H -1.51410 0.19870 3.86400
H -0.05460 -0.10600 1.87050
H 4.96940 -1.31570 3.33110
H 6.45810 -3.28770 3.20910
H 6.36940 -4.77740 1.24960
H 4.77560 -4.33820 -0.58500
H 3.24610 -2.37150 -0.42950
H 5.23190 0.38690 -0.14080
H 6.72840 2.35200 -0.42370
H 6.33610 4.39250 0.90290
H 4.48140 4.47790 2.51990
H 2.97190 2.53060 2.79030
N 1.21010 -5.27310 -0.90760
C 1.32380 -4.75590 0.32370
N 2.19390 -5.34300 1.16140
S 0.45000 -3.42410 0.81000
H 1.72850 -6.09110 -1.17990
H 0.59510 -4.85090 -1.58050
H 2.65950 -6.19830 0.91250
H 2.24230 -5.02860 2.11270
*
```

- gap between HOMO and LUMO (eV) = 6.57
- E_HOMO (eV) = -9.88

Atomic partial charges in e from the Mulliken method, atoms 1 to 6:
1. Ni 0.42
2. Br -0.20
3. C -0.15
4. C -0.60
5. C -0.35
6. C 0.33

***

6.
Entry from the OMol25 dataset: C35H29AsGeO4PtS2 as an isolated structure (ωB97M-V/def2-TZVPD).

Structure (ORCA input):
```
! RIJCOSX wB97M-V def2-TZVPD def2/J DEFGRID3
* xyz -1 4
Pt 0.17118 0.27770 -0.43456
S 1.19309 1.44617 1.23143
C 0.56411 3.06041 0.79956
C 1.35834 3.83416 -0.04839
C 0.96540 5.09320 -0.46144
C -0.24486 5.61106 -0.02267
C -1.04281 4.84685 0.81099
C -0.66788 3.56974 1.22243
As -2.92964 1.21620 -0.13941
C -2.12352 1.49608 1.59051
C -1.64407 2.81456 2.12278
C -1.12711 2.71544 3.52774
C -1.12799 1.56393 4.23770
C -1.63579 0.36363 3.68351
C -2.12170 0.36808 2.36378
C -4.21764 2.69440 -0.03517
C -4.31589 3.66043 -1.03116
C -5.28161 4.65541 -0.93668
C -6.15198 4.69506 0.14341
C -6.06141 3.72836 1.13529
C -5.09860 2.73234 1.04250
H 2.28954 3.41109 -0.40277
H 1.59592 5.65752 -1.13653
H -0.57928 6.58936 -0.34373
H -2.00732 5.23102 1.12581
H -2.52894 3.47267 2.13893
H -0.73974 3.62982 3.96294
H -0.73224 1.55665 5.24641
H -1.62297 -0.55493 4.25380
H -2.47656 -0.56407 1.93901
H -3.62850 3.64883 -1.86747
H -5.34723 5.40757 -1.71351
H -6.89733 5.47780 0.21419
H -6.73539 3.75205 1.98308
H -5.02794 1.98938 1.83166
O -1.53368 2.60884 -3.61990
S -1.23101 1.63318 -2.61591
O 0.24121 1.56222 -2.29931
O -1.82986 2.23228 -1.23619
O -1.79988 0.31123 -2.75161
C -0.56492 -2.81828 1.54312
Ge 0.21878 -2.11842 -0.11411
C 2.08129 -2.76429 -0.08050
C 2.34163 -4.13054 -0.19361
C 3.64046 -4.62027 -0.16722
C 4.70839 -3.74429 -0.02463
C 4.46765 -2.38302 0.08866
C 3.16428 -1.89992 0.05910
C -0.65471 -3.11861 -1.57433
C -1.69274 -3.96433 -1.28510
C -2.35456 -4.70925 -2.29238
C -1.96343 -4.59748 -3.59102
C -0.90058 -3.72732 -3.94766
C -0.49424 -3.58456 -5.29816
C 0.51216 -2.72938 -5.63802
C 1.15860 -1.97019 -4.63760
C 0.78796 -2.09446 -3.33090
C -0.24900 -2.98116 -2.94035
H -0.37786 -3.89368 1.59793
H -1.63955 -2.64730 1.60298
H -0.08675 -2.33461 2.39559
H 1.51966 -4.82814 -0.32446
H 3.82020 -5.68446 -0.26620
H 5.72378 -4.12198 -0.00770
H 5.29415 -1.69033 0.19465
H 2.99084 -0.83156 0.13865
H -2.02945 -4.08258 -0.26132
H -3.17189 -5.36740 -2.02236
H -2.46074 -5.16034 -4.37320
H -1.00869 -4.16220 -6.05827
H 0.80831 -2.61923 -6.67395
H 1.94092 -1.27302 -4.90899
H 1.27775 -1.48963 -2.57824
*
```

- ΔE to the lowest compared entry with this formula, charge and spin (kJ/mol) = 31.7
- ⟨S²⟩ = 3.8010
- gap between HOMO and LUMO (spin up / spin down) (eV) = 6.77 / 6.88
- E_HOMO (spin up / spin down) (eV) = -4.13 / -5.42

Atomic partial charges in e from the Mulliken method, atoms 1 to 6:
1. Pt 1.26
2. S -0.50
3. C 0.75
4. C -0.42
5. C -0.60
6. C -0.80

***

In the order shown, the computed E_tot values come out to -140353.5603; -58198.6491; -60412.3686; -63532.5540; -229576.1870; -187228.4229 eV.